Version one
This record from the Open Molecules 2025 dataset describes the molecule C4H3NS. The level of theory is ωB97M-V with the def2-TZVPD basis set.

Summary:
* Kohn-Sham gap: 7.6 eV
* spin multiplicity: 1
* SMILES string: N#C/C=C\C=S
* charge: 0

Last column: natural (NBO) charge in e.
Positions of all 9 atoms, in Å:
N 1.368 2.612 1.167  -0.285
C 1.637 1.741 0.516  0.233
C 1.552 0.488 -0.374  -0.233
C 0.549 -0.447 -0.549  -0.230
C -0.687 -0.571 0.227  -0.303
S -1.906 -1.545 -0.388  0.083
H 2.622 0.423 -0.803  0.247
H 0.775 -1.181 -1.343  0.248
H -0.790 -0.070 1.268  0.240


Version two
This record from the Open Molecules 2025 dataset describes the molecule C4H3NS. The level of theory is ωB97M-V with the def2-TZVPD basis set.

Summary:
* Kohn-Sham gap: 7.6 eV
* spin multiplicity: 1
* SMILES string: N#C/C=C\C=S
* charge: 0

Last column: natural (NBO) charge in e.
Positions of all 9 atoms, in Å:
N 2.302 1.424 0.777  -0.267
C 1.357 0.755 0.829  0.237
C 0.210 -0.069 1.051  -0.243
C -0.676 -0.466 0.117  -0.197
C -0.686 -0.181 -1.314  -0.330
S 0.549 0.339 -2.216  0.136
H 0.080 -0.366 2.065  0.244
H -1.515 -1.059 0.457  0.220
H -1.622 -0.377 -1.766  0.199


Which structure loses on stability? version one does.


Version one
This record from the Open Molecules 2025 dataset describes a 9-piece molecular cluster, H19O9 overall. The level of theory is ωB97M-V with the def2-TZVPD basis set.

Summary:
* Kohn-Sham gap: 11.9 eV
* spin multiplicity: 1
* charge: +1

Last column: natural (NBO) charge in e.
Positions of all 28 atoms, in Å:
O -1.096 3.054 -0.400  -0.946
H -1.938 3.498 -0.300  0.494
H -1.375 2.158 -0.628  0.475
O 0.426 1.661 1.318  -1.001
H 1.676 0.449 1.800  0.537
O -3.644 -0.490 -1.575  -0.955
H -4.594 -0.488 -1.780  0.480
H -3.362 -1.211 -2.179  0.476
O 2.197 2.329 -1.340  -0.994
H 1.827 2.340 -2.237  0.495
H 2.669 3.137 -1.075  0.507
O 1.940 -0.490 1.683  -0.951
H 0.805 -1.384 1.361  0.522
H 2.326 -0.782 2.505  0.498
O 2.005 -0.536 -1.421  -0.975
H 1.693 0.350 -1.150  0.514
H 2.856 -0.629 -0.939  0.507
O -2.077 -0.868 1.897  -0.970
H -2.352 -1.307 2.701  0.502
H -2.693 -1.069 1.175  0.509
O 0.214 -2.383 -1.264  -0.945
H 0.839 -1.660 -1.560  0.530
H 0.519 -3.243 -1.590  0.503
O 0.238 -2.242 1.171  -0.866
H -0.658 -1.808 1.286  0.532
H 0.447 -2.434 0.134  0.520
H 0.160 2.321 0.626  0.521
H -0.444 1.383 1.640  0.480


Version two
This record from the Open Molecules 2025 dataset describes a 9-piece molecular cluster, H19O9 overall. The level of theory is ωB97M-V with the def2-TZVPD basis set.

Summary:
* Kohn-Sham gap: 10.5 eV
* spin multiplicity: 1
* charge: +1

Last column: natural (NBO) charge in e.
Positions of all 28 atoms, in Å:
O -29.522 -6.410 -4.457  -0.772
H -28.626 -6.636 -4.383  0.540
H -29.896 -7.186 -3.932  0.583
H -29.693 -6.107 -5.284  0.562
O -30.626 -7.874 -2.401  -0.982
H -30.540 -7.163 -1.669  0.509
H -31.682 -8.048 -2.471  0.514
O -31.925 -8.514 -5.369  -0.956
H -31.535 -9.217 -5.015  0.465
H -32.872 -8.779 -5.511  0.496
O -26.396 -6.491 -5.474  -0.917
H -26.075 -5.733 -5.662  0.454
H -25.804 -6.772 -4.762  0.466
O -29.575 -4.093 -2.415  -0.989
H -28.600 -4.455 -2.360  0.493
H -29.645 -3.071 -2.327  0.497
O -30.514 -6.233 -6.784  -0.969
H -31.096 -5.682 -7.327  0.502
H -30.989 -7.043 -6.753  0.499
O -27.295 -8.056 -2.841  -0.950
H -27.100 -8.942 -3.175  0.489
H -26.492 -7.671 -2.691  0.466
O -29.756 -3.571 -5.738  -0.967
H -29.109 -3.548 -6.386  0.489
H -29.675 -2.879 -5.083  0.486
O -31.942 -4.242 -4.137  -0.956
H -31.851 -4.159 -3.075  0.479
H -31.212 -3.838 -4.548  0.471


Version three
This record from the Open Molecules 2025 dataset describes a 9-piece molecular cluster, H19O9 overall. The level of theory is ωB97M-V with the def2-TZVPD basis set.

Summary:
* Kohn-Sham gap: 10.5 eV
* spin multiplicity: 1
* charge: +1

Last column: natural (NBO) charge in e.
Positions of all 28 atoms, in Å:
O -0.718 0.018 -2.921  -0.962
H -4.423 -1.197 -1.050  0.469
H 0.576 1.147 -1.681  0.483
O 3.310 -1.045 -1.457  -0.924
H 3.820 -0.433 -1.999  0.494
O -3.255 -0.785 2.030  -0.960
H 0.664 0.346 0.419  0.551
H -3.078 -1.701 2.291  0.472
O -0.308 1.161 0.849  -0.922
H -3.858 -0.901 1.285  0.485
H 3.966 -1.442 -0.876  0.485
O 3.425 1.330 -0.152  -0.959
H -3.828 -2.532 -1.173  0.477
H 3.287 2.285 -0.298  0.502
O -4.228 -1.976 -0.499  -0.941
H -1.208 0.832 0.661  0.531
H 4.168 1.474 0.522  0.490
O -1.072 -0.251 3.400  -0.963
H -0.167 0.254 -3.690  0.477
H -1.800 -0.492 3.968  0.492
O 1.563 -0.275 0.224  -0.913
H -0.362 2.005 1.368  0.538
H -0.232 -0.643 3.623  0.472
O 1.121 1.845 -1.255  -0.957
H 2.192 -0.609 0.875  0.523
H 2.279 0.091 -0.587  0.594
H -1.417 -0.480 -3.357  0.490
H 0.776 2.346 -2.044  0.479


Version four
This record from the Open Molecules 2025 dataset describes a 9-piece molecular cluster, H19O9 overall. The level of theory is ωB97M-V with the def2-TZVPD basis set.

Summary:
* Kohn-Sham gap: 10.2 eV
* spin multiplicity: 1
* charge: +1

Last column: natural (NBO) charge in e.
Positions of all 28 atoms, in Å:
O -0.230 -0.100 0.013  -0.793
H 0.236 0.507 0.661  0.591
H -0.291 0.434 -0.907  0.586
H 0.058 -0.853 -0.309  0.540
O -0.360 2.109 2.526  -0.976
H 0.232 2.497 3.167  0.487
H -1.221 2.532 2.781  0.498
O -0.379 -2.387 0.269  -0.946
H 0.079 -2.934 -0.235  0.488
H -0.374 -2.563 1.184  0.521
O -0.895 0.097 -2.683  -0.928
H -1.675 -0.312 -2.773  0.480
H -0.747 0.196 -3.533  0.475
O 0.314 3.012 -1.397  -0.940
H -0.010 2.943 -2.231  0.472
H 1.233 3.267 -1.482  0.473
O 1.822 -0.717 -2.009  -0.951
H 2.393 -1.418 -1.559  0.486
H 2.395 0.023 -2.224  0.474
O -2.779 -2.960 -0.746  -1.004
H -1.870 -2.637 -0.476  0.483
H -3.362 -3.300 -0.073  0.487
O -0.877 -0.376 3.748  -0.928
H -0.978 0.292 3.188  0.462
H -0.257 -0.147 4.339  0.461
O 2.360 0.670 0.441  -0.992
H 2.951 0.531 -0.423  0.497
H 2.232 1.595 0.742  0.497


Which structure loses on stability? version four does.


Version one
This record from the Open Molecules 2025 dataset describes the molecule CH3PSi. The level of theory is ωB97M-V with the def2-TZVPD basis set.

Summary:
* Kohn-Sham gap (spin up / spin down): 7.3 / 6.1 eV
* spin multiplicity: 1
* SMILES string: C#P=[SiH2]
* charge: 0

Last column: natural (NBO) charge in e.
Positions of all 6 atoms, in Å:
C -1.690 1.018 0.457  -0.580
P -1.936 -0.356 -0.289  0.390
Si -0.003 -1.527 -0.021  0.404
H -2.126 1.942 0.576  0.189
H 0.173 -1.886 1.359  -0.187
H -0.838 -2.625 -0.495  -0.215


Version two
This record from the Open Molecules 2025 dataset describes the molecule CH3PSi. The level of theory is ωB97M-V with the def2-TZVPD basis set.

Summary:
* Kohn-Sham gap: 8.5 eV
* spin multiplicity: 1
* SMILES string: C1=P[SiH2]1
* charge: 0

Last column: natural (NBO) charge in e.
Positions of all 6 atoms, in Å:
C -1.130 -0.983 -0.027  -0.902
P -2.251 0.250 0.031  0.335
Si 0.005 0.747 -0.015  0.634
H -1.330 -1.976 0.179  0.204
H 0.502 1.476 1.313  -0.140
H 0.887 1.420 -0.991  -0.131


Which structure loses on stability? version one does.